{
  "formula": "C2H4O3",
  "method": "ωB97M-V/def2-TZVPD",
  "e_homo_ev": [-7.35, -7.35],
  "de_lowest_kj_mol": 612.1,
  "elements": ["C", "C", "O", "O", "O", "H", "H", "H", "H"],
  "coordinates": [[-1.82808, 0.27829, 0.06904], [-0.54920, 0.69708, 0.35307], [-2.88472, 0.13419, -0.39431], [0.33214, -1.95371, -0.10612], [-0.92661, -1.98751, 0.50946], [0.08601, 0.22399, -0.34532], [-0.35204, 1.86732, 0.22691], [-0.21205, 0.28688, 1.29542], [0.21139, -2.65587, -0.70825]],
  "forces_ev_per_a": [[-3.716, -3.538, -2.190], [1.724, 4.028, 1.010], [2.688, 1.023, 1.705], [1.073, 1.127, 0.549], [-1.839, 1.823, 0.570], [0.773, -1.079, -1.133], [-0.747, -2.303, 0.443], [-0.105, 0.084, 0.388], [0.148, -1.167, -1.343]]
}